Record 1
Molecular formula: C5H8N2
Method: DFT, wB97M-V/def2-TZVPD

Structure (XYZ):
```
15
Properties=species:S:1:pos:R:3:forces:R:3
C 1.04449 1.29072 -0.04631 1.02 0.95 0.68
N 2.11925 0.57355 -0.25667 -3.73 0.26 -0.47
C 1.55975 -0.81680 0.03190 1.32 -0.30 -0.31
C 0.11096 -0.65274 0.46536 -0.86 -1.75 1.86
C -1.21323 -0.63132 -0.38432 -0.72 -1.24 2.21
C -1.35617 0.83278 0.00007 0.14 -0.81 0.30
N -0.03377 0.77282 0.66911 0.10 0.46 0.11
H 0.79021 2.35492 -0.21700 1.38 -0.30 -0.38
H 2.26875 -1.27528 0.74085 -0.78 0.11 0.37
H 1.60006 -1.51922 -0.79894 0.33 0.41 -0.68
H -0.04949 -1.27060 1.38114 0.00 0.58 -0.41
H -2.07311 -1.28043 -0.05413 1.04 0.54 0.35
H -1.14810 -0.90941 -1.36205 0.64 -0.15 -3.07
H -1.39761 1.52379 -0.78650 0.06 1.06 -1.26
H -2.22199 1.00721 0.61750 0.05 0.18 0.71
```
Forces are in eV/Å.

Computed properties:
2S+1: 1
Frontier orbital gap, hartree: 0.3541
LUMO, eV: 1.0
SMILES: C1=NC[C@@H]2CCN12

Record 2
Molecular formula: C4H17NO5
Method: DFT, wB97M-V/def2-TZVPD

Structure (XYZ):
```
27
Properties=species:S:1:pos:R:3:forces:R:3
N 0.84094 2.31572 0.69014 -1.10 -2.31 -4.08
C -0.46574 1.55840 0.65043 2.88 -3.72 0.35
C -1.57261 2.23869 -0.09865 -1.11 0.33 0.54
O -2.13078 3.05137 0.90748 -1.15 2.18 -0.12
C -0.10839 0.02098 0.07105 -2.24 2.43 -0.44
C -0.14220 -1.18489 1.06701 2.48 2.36 -0.85
O 0.92138 -1.03158 2.01730 0.30 -0.55 0.23
H 0.72071 2.97945 1.35478 -0.13 2.95 2.26
H 0.88947 2.78918 -0.27672 0.20 -0.70 2.19
H -0.79476 1.30273 1.73467 0.31 0.99 -1.68
H -2.26618 1.46920 -0.49645 0.05 0.53 0.14
H -1.40243 3.02819 -0.90629 0.64 -1.56 0.78
H -2.60939 2.63706 1.61994 -0.05 -0.78 -0.07
H 0.88019 0.18720 -0.42576 -1.62 -0.28 0.31
H -0.90564 -0.06680 -0.73610 1.17 -0.64 0.72
H 0.22285 -2.00079 0.50555 -0.54 -0.75 -0.40
H -1.01431 -1.40946 1.60537 -1.70 0.10 0.27
H 0.84093 -0.20124 2.46152 -0.03 0.85 0.47
O 2.54235 -1.27464 -0.21113 -0.80 2.91 -0.89
H 2.06479 -0.35322 -0.23394 2.13 -2.50 -0.70
H 2.30585 -1.35466 0.70333 0.12 -1.01 1.50
O -0.55576 -1.26500 -3.58119 -6.96 -3.13 -3.12
H -0.64492 -2.12651 -3.16497 -0.34 -0.19 -0.05
H 0.16648 -0.97437 -3.23798 7.31 3.31 3.27
O 0.49875 -3.26645 -0.70418 -0.91 0.27 -1.17
H 1.32594 -3.01674 -1.15701 -0.05 -1.01 1.09
H 0.39249 -4.05183 -0.15820 1.16 -0.05 -0.56
```
Forces are in eV/Å.

Computed properties:
2S+1: 1
Frontier orbital gap, hartree: 0.3712
LUMO, eV: 0.6
SMILES: N[C@@H](CO)CCO.O.O.O

Record 3
Molecular formula: C17H31Cl2NO4SW
Method: DFT, wB97M-V/def2-TZVPD

Structure (XYZ):
```
57
Properties=species:S:1:pos:R:3:forces:R:3
W -0.70092 -0.03748 0.19491 -1.16 -0.07 -0.07
Cl 9.19527 2.87883 1.66251 1.60 -0.77 1.58
C 9.64083 2.59078 3.24608 -6.56 1.82 0.20
Cl 0.79430 0.20922 1.88621 0.06 0.26 -0.03
H 8.64170 1.89270 3.78459 4.11 1.16 -1.20
H 9.89909 3.59630 3.76751 1.13 -2.10 -0.47
O 0.06209 1.77281 -0.83082 0.44 -0.70 -0.83
C -0.40635 3.13348 -0.56455 1.41 1.02 1.95
C -1.71439 3.40105 -1.17901 -2.85 0.86 -0.29
C -2.76365 2.29776 -0.96288 0.64 -1.84 0.52
C -2.93460 1.98949 0.49786 -1.27 1.58 0.27
C -3.81876 2.72984 1.24611 -2.24 1.34 -0.36
C -3.91636 2.59602 2.60758 -0.51 1.31 -0.24
C -3.19504 1.63259 3.24343 0.15 -1.91 2.10
C -2.46788 0.75583 2.49621 1.10 0.77 -1.73
N -2.26429 1.06707 1.15347 1.36 -2.58 0.29
H 0.81177 1.75096 -1.46459 -0.64 -0.17 0.47
H 0.32102 3.92377 -0.92671 -0.45 -1.29 0.55
H -0.38684 3.07985 0.57216 -0.35 0.88 -1.33
H -1.68779 3.59651 -2.24546 0.48 -0.08 -0.27
H -2.19565 4.33398 -0.78351 0.91 -0.51 0.00
H -2.37782 1.33305 -1.39259 -0.76 1.21 -0.21
H -3.79078 2.51075 -1.31309 0.81 0.11 -0.38
H -4.60221 3.38437 0.80170 1.14 -0.27 -0.09
H -4.55568 3.27789 3.17366 0.09 -0.34 -0.17
H -3.33883 1.48312 4.31821 0.27 -0.03 -0.38
H -1.84029 -0.10527 2.75559 -0.74 0.53 0.79
C -0.87960 -2.75106 2.01815 0.32 -0.40 -1.59
O -1.27072 -2.07753 0.75052 0.80 1.53 1.18
C -2.29968 -2.79767 0.03162 -0.35 0.38 1.74
C -3.14504 -1.75356 -0.61611 -0.35 -0.45 -1.43
O -2.27366 -0.77811 -1.23586 1.10 0.40 -0.71
C -2.06496 -0.87019 -2.71692 1.46 1.32 0.11
H -1.77489 -3.19879 2.33445 -1.00 -0.74 0.86
H -0.58551 -2.01475 2.73334 0.66 0.26 0.22
H -0.16184 -3.54145 1.73904 -0.04 0.58 0.52
H -2.80955 -3.36122 0.83077 -0.38 0.06 -0.87
H -1.77148 -3.46439 -0.59732 0.12 -0.74 -1.09
H -3.78601 -1.17796 0.00659 -0.29 0.25 1.16
H -3.82956 -2.17992 -1.35367 0.28 -0.10 -0.17
H -1.15958 -1.49958 -2.95590 -1.32 0.34 0.35
H -1.84752 0.17671 -3.12539 -0.34 -1.34 0.87
H -3.00621 -1.18094 -3.11566 -0.30 -0.52 -0.47
O 0.51334 -0.87121 -1.00040 2.58 -1.65 -1.20
S 1.47658 -2.19992 -0.70554 -0.12 -0.33 -0.48
C 2.20661 -2.66973 -2.31350 -1.94 -0.09 -1.83
C 3.71413 -2.57870 -2.31118 -1.18 -0.35 1.48
C 4.09383 -1.49893 -1.33423 0.35 0.66 1.56
C 3.09142 -1.66329 -0.13464 1.18 -1.79 -1.03
H 1.70559 -1.95942 -2.98791 0.33 0.32 0.10
H 1.82004 -3.62678 -2.73024 0.14 0.30 0.95
H 4.03118 -2.40116 -3.28321 0.66 0.45 -1.88
H 4.04332 -3.57884 -2.05656 0.64 0.04 0.42
H 4.09247 -0.44306 -1.66692 -0.31 -0.71 -0.40
H 5.12711 -1.66008 -0.96539 -0.62 0.03 0.02
H 2.94329 -0.90441 0.55240 -0.03 1.81 1.24
H 3.39896 -2.54937 0.46508 -0.25 0.27 -0.28
```
Forces are in eV/Å.

Computed properties:
2S+1: 3
Frontier orbital gap (alpha / beta), hartree: 0.2367 / 0.2444
Total charge: +4
LUMO (alpha / beta), eV: -13.5 / -13.5